This record from OMol25 describes a structure of composition C32H40ClN5OS2V in a non-equilibrium geometry. The level of theory is ωB97M-V/def2-TZVPD.

## Properties
Charge ... +1
Spin multiplicity ... 3
LUMO level (alpha / beta) ... -3.2 / -2.6 eV
Strongest force on any atom ... 2.2 eV/Å
Energy above the lowest of the compared OMol25 structures with the same formula, charge and spin ... 5.6 kcal/mol
Electronic energy ... -103208.439 eV

Last column: Löwdin spin population.
Atoms and positions in Å:
V -0.9759 0.5791 -3.0623  1.89
C -4.0116 0.3988 -4.3424  0.00
N -3.1788 0.3043 -3.1264  0.01
C -3.2493 -1.0271 -2.5291  0.01
C -2.3352 -1.9717 -3.3318  0.01
N -1.0569 -1.3083 -3.7264  0.00
C -0.9599 -1.1202 -5.2014  0.00
C 0.1688 -1.9557 -3.2516  0.01
C 0.2708 -3.3193 -2.9952  0.00
C 1.4822 -3.8797 -2.6233  0.00
C 2.6186 -3.0876 -2.5378  0.00
C 2.5352 -1.7326 -2.8015  0.00
C 1.3164 -1.1466 -3.1460  0.01
S 1.2542 0.5844 -3.4456  0.02
C -3.4308 1.4576 -2.2952  0.01
C -4.2557 1.4617 -1.1829  0.00
C -4.4511 2.6378 -0.4701  0.01
C -3.8599 3.8162 -0.8974  0.01
C -3.0272 3.8213 -2.0081  0.00
C -2.7818 2.6392 -2.6973  0.01
S -1.5434 2.5346 -3.9570  -0.04
H -5.0693 0.4556 -4.0725  0.00
H -3.8616 -0.4678 -4.9841  0.00
H -3.7445 1.2950 -4.8977  0.00
H -4.2649 -1.4385 -2.5313  0.00
H -2.9179 -0.9671 -1.4918  0.00
H -2.8495 -2.3133 -4.2296  0.00
H -2.1464 -2.8491 -2.7212  0.00
H -1.1199 -2.0679 -5.7204  0.00
H 0.0308 -0.7565 -5.4573  0.00
H -1.6934 -0.3908 -5.5494  0.00
H -0.5789 -3.9807 -3.1042  0.00
H 1.5373 -4.9404 -2.4207  0.00
H 3.5724 -3.5273 -2.2780  0.00
H 3.4100 -1.0985 -2.7446  0.00
H -4.7522 0.5516 -0.8655  0.00
H -5.0841 2.6338 0.4067  0.00
H -4.0278 4.7355 -0.3522  0.00
H -2.5393 4.7314 -2.3324  0.00
C 1.8634 -1.0117 5.2086  0.00
C 0.7398 -1.3466 4.2170  0.00
C -0.5896 -1.1702 4.9664  0.00
C 0.8851 -2.8121 3.7910  0.00
C 0.8199 -0.3630 2.9914  0.00
O 0.8545 0.9735 3.4457  0.00
C 2.0308 -0.7383 2.1011  0.00
C 2.6659 0.3159 1.1675  0.00
C 3.3475 1.4687 1.8705  0.00
C 4.4243 1.2275 2.7205  0.00
C 5.0812 2.2650 3.3642  0.00
C 4.6641 3.5687 3.1503  0.00
Cl 5.4800 4.8726 3.9431  0.00
C 3.6046 3.8353 2.2983  0.00
C 2.9560 2.7868 1.6659  0.00
C -0.5167 -0.4799 2.2232  0.00
N -0.5962 0.2410 0.9652  0.01
C -0.6316 -0.2758 -0.2609  0.02
N -0.7558 0.7120 -1.1441  0.00
C -0.8396 1.8335 -0.3649  0.01
N -0.7454 1.5717 0.9101  0.00
H 1.8404 -1.7302 6.0281  0.00
H 1.7245 -0.0189 5.6378  0.00
H 2.8555 -1.0664 4.7568  0.00
H -0.5333 -1.6821 5.9275  0.00
H -1.4330 -1.6004 4.4228  0.00
H -0.7852 -0.1145 5.1605  0.00
H 0.7119 -3.4529 4.6564  0.00
H 1.8858 -3.0288 3.4161  0.00
H 0.1601 -3.0984 3.0251  0.00
H 1.7387 1.1844 3.7700  0.00
H 1.7410 -1.6032 1.4975  0.00
H 2.8345 -1.0757 2.7572  0.00
H 1.9640 0.6961 0.4256  0.00
H 3.4370 -0.2211 0.6080  0.00
H 4.7691 0.2113 2.8802  0.00
H 5.9193 2.0665 4.0183  0.00
H 3.2904 4.8566 2.1312  0.00
H 2.1246 3.0035 1.0115  0.00
H -1.2978 -0.0766 2.8629  0.00
H -0.7170 -1.5256 2.0030  0.00
H -0.4794 -1.3194 -0.4921  0.00
H -0.9229 2.8300 -0.7597  0.00

Forces on atoms 1 to 2 (eV/Å):
0.35 0.92 -1.62
-0.07 0.01 -0.17

This record from OMol25 describes a cluster of 7 separate species, C32H40F32O10S3 in total in a non-equilibrium geometry. The level of theory is ωB97M-V/def2-TZVPD.

## Properties
SMILES ... FC(F)C(F)(F)COC(F)(F)C(F)F.FC(F)C(F)(F)COC(F)(F)C(F)F.FC(F)C(F)(F)COC(F)(F)C(F)F.FC(F)C(F)(F)COC(F)(F)C(F)F.O=S1(=O)CCCC1.O=S1(=O)CCCC1.O=S1(=O)CCCC1
LUMO level ... 0.1 eV
Strongest force on any atom ... 2.7 eV/Å
Electronic energy ... -173771.688 eV

Last column: Löwdin charge in e.
Atoms and positions in Å:
F 2.1063 0.0547 -1.5333  0.10
C 1.6064 0.7098 -0.4570  -0.29
F 0.9243 1.8007 -0.9107  0.09
C 0.6776 -0.1730 0.3615  -0.45
F 1.4000 -1.2092 0.8164  0.14
F -0.3113 -0.7309 -0.3995  0.11
C 0.0179 0.5367 1.5151  -0.06
O 0.8631 0.7068 2.6226  0.07
C 1.1339 1.9793 2.9359  -0.54
F 1.5673 2.6337 1.8014  0.11
F 0.0485 2.6633 3.3513  0.15
C 2.2393 2.0441 3.9801  -0.28
F 3.3600 1.5084 3.4742  0.12
F 2.4646 3.3496 4.2734  0.09
H 2.4489 1.0086 0.1747  0.15
H -0.8054 -0.0740 1.8806  0.16
H -0.4118 1.4774 1.1745  0.13
H 1.9545 1.5241 4.8964  0.18
F 5.6686 3.6030 2.1566  0.10
C 4.7083 4.4373 1.6818  -0.27
F 5.1341 5.7456 1.8297  0.08
C 4.3364 4.1638 0.2411  -0.43
F 3.8233 2.9023 0.0873  0.11
F 5.4050 4.2162 -0.5936  0.13
C 3.3230 5.1579 -0.2654  -0.04
O 2.1739 5.1527 0.5659  0.02
C 1.6743 6.3301 0.9749  -0.57
F 2.6252 7.1818 1.3946  0.17
F 0.9999 6.8766 -0.0602  0.16
C 0.6964 5.9712 2.0800  -0.24
F 1.3449 5.2483 3.0669  0.06
F 0.0434 7.0434 2.6100  0.10
H 3.8446 4.3577 2.3523  0.15
H 2.9555 4.9146 -1.2680  0.15
H 3.6911 6.1697 -0.4530  0.16
H -0.0899 5.2766 1.7571  0.16
F -0.1742 -1.2175 -6.2056  0.13
C 0.4024 -1.2646 -5.0082  -0.32
F 1.2979 -0.2772 -4.8552  0.11
C -0.6290 -1.2804 -3.8622  -0.40
F -0.9270 0.0497 -3.5426  0.07
F -0.1091 -1.7763 -2.7247  0.12
C -1.9385 -1.9324 -4.2978  -0.01
O -1.7689 -3.1817 -4.9973  0.04
C -1.8834 -4.3882 -4.4519  -0.53
F -0.8773 -4.7127 -3.5787  0.12
F -3.0140 -4.5383 -3.6764  0.12
C -1.8932 -5.4198 -5.5783  -0.32
F -1.6931 -6.6308 -5.0911  0.13
F -3.0633 -5.4235 -6.2526  0.11
H 0.9384 -2.2182 -4.8931  0.18
H -2.5506 -1.3141 -4.9448  0.15
H -2.5642 -2.1065 -3.4148  0.15
H -1.1115 -5.1488 -6.2977  0.18
F -2.8854 1.4217 0.2122  0.07
C -3.8372 2.2912 0.6858  -0.27
F -4.9242 1.5829 1.0843  0.10
C -3.1776 3.1049 1.7999  -0.44
F -2.1085 3.7404 1.2434  0.11
F -2.6427 2.2665 2.7278  0.11
C -4.1584 4.0352 2.5013  -0.06
O -4.8135 4.8806 1.6077  0.06
C -4.3185 6.1236 1.4960  -0.60
F -4.5889 6.8051 2.6039  0.18
F -2.9889 6.0908 1.3071  0.16
C -4.9951 6.7564 0.2909  -0.28
F -4.5351 8.0149 0.0888  0.10
F -4.8104 6.0128 -0.8233  0.10
H -4.1553 2.8899 -0.1709  0.17
H -3.5959 4.5172 3.3071  0.16
H -4.8946 3.3987 2.9889  0.16
H -6.0752 6.8302 0.4615  0.18
O 0.4251 3.5802 -7.6886  -0.33
S 1.1977 3.9618 -6.5368  0.66
O 2.0138 5.1383 -6.5982  -0.31
C 0.1675 3.9331 -5.0468  -0.20
C 0.9475 3.1030 -4.0134  -0.22
C 2.3454 2.7473 -4.5256  -0.23
C 2.2228 2.5957 -6.0220  -0.24
H -0.6728 3.2887 -5.3157  0.10
H -0.2780 4.8930 -4.8116  0.11
H 1.0250 3.6511 -3.0685  0.10
H 0.3691 2.2280 -3.7089  0.09
H 2.8490 1.8982 -4.0506  0.11
H 3.0483 3.4935 -4.1287  0.11
H 1.7240 1.6525 -6.2541  0.09
H 3.1115 2.5912 -6.6526  0.11
O -0.7695 -7.2328 4.9455  -0.29
S 0.6245 -7.0731 4.6717  0.65
O 1.1849 -7.3959 3.3941  -0.32
C 1.2005 -5.4850 5.2195  -0.24
C 1.5579 -5.6090 6.6936  -0.21
C 1.9411 -7.0562 7.0597  -0.19
C 1.5531 -8.0035 5.9202  -0.22
H 0.4579 -4.7209 5.0000  0.11
H 2.0975 -5.2591 4.6406  0.11
H 2.3575 -4.9167 6.9620  0.11
H 0.7264 -5.2391 7.2981  0.11
H 1.3883 -7.4551 7.9071  0.11
H 3.0040 -7.1486 7.2563  0.11
H 0.8134 -8.7787 6.1229  0.10
H 2.3892 -8.4809 5.4168  0.10
O -1.7923 -8.5143 0.0244  -0.33
S -1.7299 -7.3461 0.8622  0.68
O -2.1294 -7.4097 2.2357  -0.32
C -0.1160 -6.5164 0.6323  -0.23
C -0.3345 -5.5983 -0.5506  -0.23
C -1.6493 -4.9314 -0.1907  -0.25
C -2.6576 -6.0441 -0.0590  -0.21
H 0.6941 -7.2389 0.5213  0.11
H 0.1876 -5.9842 1.5331  0.09
H 0.4737 -4.8845 -0.7111  0.12
H -0.3755 -6.1053 -1.5172  0.11
H -1.9485 -4.1848 -0.9360  0.10
H -1.6750 -4.3589 0.7404  0.12
H -2.9672 -6.4779 -1.0094  0.10
H -3.5805 -5.8472 0.4837  0.10

Forces on atoms 1 to 2 (eV/Å):
-0.27 -0.06 0.11
0.41 0.20 -0.21